1.
C13H24F2N5O18 | ωB97M-V/def2-TZVPD

The value obtained for the gap between HOMO and LUMO is 7.82 eV. The total energy comes out at -63576.259 eV. As for the charge: -1.

Bonds (Å) are listed after each position.
Atoms and positions in Å:
1 H 1.771 2.190 -2.647  C33 1.090
2 H 1.468 -2.487 0.433  C41 1.090
3 H 2.982 -1.751 -0.113  C41 1.090
4 O -0.289 -0.627 -1.777  C23 1.233
5 O -0.459 -2.702 0.698  C16 1.277, C37 1.408
6 H -0.489 -1.445 1.555  C43 1.090
7 O 0.777 -3.118 3.143  N60 1.200
8 O -0.609 4.793 -1.762  C26 1.402, C29 1.325
9 C -0.252 0.358 0.495  H11 1.090, H20 1.090, C23 1.567, H48 1.090
10 N -3.313 -0.926 -0.776  O18 1.264, O52 1.264, C59 1.555
11 H 0.241 1.293 0.762  C9 1.090
12 O 2.715 -0.118 -1.279  N47 1.231
13 H -4.414 0.724 0.141  C59 1.090
14 O 2.357 -2.135 2.034  N60 1.250
15 H 1.496 2.071 1.357  C22 1.090
16 C -1.302 -3.500 1.230  O5 1.277, O19 1.226, O49 1.316
17 H 2.181 2.012 3.103  C22 1.090
18 O -3.988 -1.905 -0.348  N10 1.264
19 O -1.237 -3.784 2.421  C16 1.226
20 H -1.068 0.177 1.195  C9 1.090
21 H -0.951 2.043 -0.134  C40 1.090
22 C 1.701 1.505 2.266  H15 1.090, H17 1.090, H31 1.090, N36 1.455
23 C -0.687 0.250 -1.007  O4 1.233, C9 1.567, O53 1.269
24 H -2.703 1.142 -0.411  C59 1.090
25 H -1.300 -1.360 -0.665  C37 1.090
26 C -0.365 3.412 -1.752  O8 1.402, H39 1.090, C40 1.509, H56 1.090
27 C -1.799 -3.506 -0.989  C37 1.510, H38 1.090, O49 1.448, F50 1.357
28 O 0.856 -2.137 -2.339  N51 1.236
29 C -1.335 4.980 -0.669  O8 1.325, O46 1.207, O62 1.348
30 H -0.006 -2.341 -1.243  C37 1.090
31 H 0.983 0.749 2.583  C22 1.090
32 H -0.224 -0.855 3.172  C43 1.090
33 C 1.317 1.695 -1.789  H1 1.090, H44 1.090, N47 1.496, H55 1.090
34 O 2.751 -3.101 -1.908  N51 1.222
35 F 0.685 3.094 0.242  C40 1.280
36 N 2.816 0.793 1.658  C22 1.455, O45 1.242, O61 1.246
37 C -0.886 -2.367 -0.601  O5 1.408, H25 1.090, C27 1.510, H30 1.090
38 H -2.693 -3.267 -1.565  C27 1.090
39 H -1.155 2.897 -2.298  C26 1.090
40 C -0.471 3.007 -0.302  H21 1.090, C26 1.509, F35 1.280, O62 1.355
41 C 1.901 -1.756 -0.249  H2 1.090, H3 1.090, N51 1.488, H54 1.090
42 O 2.886 1.615 -0.055  N47 1.204
43 C 0.278 -1.063 2.228  H6 1.090, H32 1.090, H57 1.090, N60 1.487
44 H 0.507 0.995 -1.993  C33 1.090
45 O 2.537 -0.200 0.964  N36 1.242
46 O -1.919 6.017 -0.474  C29 1.207
47 N 2.378 1.027 -0.974  O12 1.231, C33 1.496, O42 1.204
48 H 0.462 -0.450 0.650  C9 1.090
49 O -2.215 -3.857 0.352  C16 1.316, C27 1.448
50 F -1.136 -4.470 -1.675  C27 1.357
51 N 1.812 -2.386 -1.595  O28 1.236, O34 1.222, C41 1.488
52 O -2.793 -0.856 -1.926  N10 1.264
53 O -1.399 1.160 -1.533  C23 1.269
54 H 1.504 -0.750 -0.110  C41 1.090
55 H 0.953 2.472 -1.117  C33 1.090
56 H 0.600 3.079 -2.134  C26 1.090
57 H 0.968 -0.252 1.994  C43 1.090
58 H -3.010 0.273 1.043  C59 1.090
59 C -3.378 0.405 0.026  N10 1.555, H13 1.090, H24 1.090, H58 1.090
60 N 1.205 -2.189 2.515  O7 1.200, O14 1.250, C43 1.487
61 O 3.902 1.402 1.676  N36 1.246
62 O -1.150 4.031 0.270  C29 1.348, C40 1.355

Mulliken population analysis, charges in e, atoms 1 to 4:
1. H 0.437
2. H 1.226
3. H 1.367
4. O -0.244

***

2.
C13H24N2S | ωB97M-V/def2-TZVPD

The value obtained for the gap between HOMO and LUMO is 8.42 eV. Its SMILES is CC1CCN(C(=S)NC2CCCCC2)CC1. The total energy comes out at -27686.892 eV. As for the charge: 0.

Bonds (Å) are listed after each position.
Atoms and positions in Å:
1 H 0.566 2.098 -0.864  C30 1.093
2 C -1.015 3.758 -2.288  H15 1.091, C16 1.534, H22 1.092, C31 1.534
3 H 1.463 -1.518 -0.560  C25 1.093
4 H 1.405 -4.175 0.933  C5 1.097
5 C 1.812 -3.167 0.783  H4 1.097, C20 1.531, C25 1.532, C40 1.525
6 C -1.385 1.843 0.041  H14 1.094, C27 1.535, C30 1.538, N38 1.448
7 C -0.435 -2.331 0.064  H10 1.096, C25 1.531, N37 1.446, H39 1.091
8 H -1.041 1.623 -2.653  C31 1.092
9 H 0.426 4.625 -0.927  C16 1.091
10 H -0.857 -3.315 0.300  C7 1.096
11 C -0.763 -0.193 1.292  S26 1.662, N37 1.357, N38 1.351
12 H -0.870 -0.019 -0.742  N38 1.008
13 H -1.197 4.500 -0.259  C16 1.091
14 H -1.808 2.127 1.009  C6 1.094
15 H -1.698 4.570 -2.541  C2 1.091
16 C -0.458 3.987 -0.877  C2 1.534, H9 1.091, H13 1.091, C30 1.523
17 H 3.425 -3.864 -0.479  C40 1.088
18 H -3.079 2.896 -0.783  C27 1.090
19 H -3.043 1.181 -1.169  C27 1.092
20 C 1.614 -2.369 2.074  C5 1.531, H21 1.092, C23 1.529, H28 1.091
21 H 2.077 -1.385 1.969  C20 1.092
22 H -0.202 3.778 -3.017  C2 1.092
23 C 0.128 -2.179 2.381  C20 1.529, H32 1.095, H34 1.090, N37 1.448
24 H 3.834 -3.779 1.235  C40 1.087
25 C 1.029 -2.499 -0.351  H3 1.093, C5 1.532, C7 1.531, H33 1.092
26 S -0.755 0.654 2.722  C11 1.662
27 C -2.423 2.074 -1.067  C6 1.535, H18 1.090, H19 1.092, C31 1.525
28 H 2.093 -2.880 2.910  C20 1.091
29 H 0.405 2.825 0.733  C30 1.090
30 C -0.109 2.661 -0.214  H1 1.093, C6 1.538, C16 1.523, H29 1.090
31 C -1.748 2.415 -2.392  C2 1.534, H8 1.092, C27 1.525, H35 1.091
32 H -0.354 -3.148 2.547  C23 1.095
33 H 1.090 -3.101 -1.259  C25 1.092
34 H -0.006 -1.559 3.268  C23 1.090
35 H -2.491 2.459 -3.189  C31 1.091
36 H 3.727 -2.300 0.281  C40 1.088
37 N -0.528 -1.529 1.265  C7 1.446, C11 1.357, C23 1.448
38 N -1.078 0.430 0.135  C6 1.448, C11 1.351, H12 1.008
39 H -1.038 -1.910 -0.742  C7 1.091
40 C 3.291 -3.286 0.432  C5 1.525, H17 1.088, H24 1.087, H36 1.088

Mulliken population analysis, charges in e, atoms 1 to 4:
1. H 0.270
2. C -0.628
3. H 0.256
4. H 0.173

***

3.
C13H24N3O4S2 | ωB97M-V/def2-TZVPD

The value obtained for the gap between HOMO and LUMO is 8.28 eV. The total energy comes out at -48193.600 eV. As for the charge: +1.

Bonds (Å) are listed after each position.
Atoms and positions in Å:
1 C -1.416 1.923 3.502  C19 1.371, C28 1.397, H37 1.077
2 S -2.757 -0.016 0.499  C11 1.794, C17 1.787, O34 1.448, O42 1.448
3 H 1.829 -0.906 -1.026  C13 1.088
4 N 0.859 1.692 2.796  N23 1.317, C28 1.314
5 N 3.278 2.773 4.058  C9 1.429, H14 1.008, H31 1.007
6 H 2.566 -3.473 -0.989  C38 1.089
7 H -4.340 -1.696 -2.250  C22 1.088
8 H 1.989 -4.524 -3.312  C21 1.088
9 C 2.455 3.418 3.084  N5 1.429, N23 1.498, H30 1.082, H45 1.087
10 H -4.910 0.304 -0.454  C11 1.087
11 C -4.210 -0.527 -0.420  S2 1.794, H10 1.087, H12 1.088, C22 1.535
12 H -4.657 -1.365 0.111  C11 1.088
13 C 2.311 -1.477 -1.815  H3 1.088, H33 1.089, C38 1.526, S40 1.791
14 H 3.651 1.897 3.728  N5 1.008
15 H -1.931 3.804 4.392  C19 1.077
16 H -0.640 -0.732 -0.328  C17 1.088
17 C -1.563 -0.377 -0.781  S2 1.787, H16 1.088, C24 1.523, H25 1.089
18 H 3.442 -3.538 -3.280  C21 1.091
19 C -1.161 3.193 3.951  C1 1.371, H15 1.077, C29 1.390
20 C 1.751 -2.551 -4.199  C21 1.534, H32 1.088, H36 1.087, S40 1.797
21 C 2.357 -3.511 -3.166  H8 1.088, H18 1.091, C20 1.534, C38 1.535
22 C -3.703 -0.930 -1.812  H7 1.088, C11 1.535, C24 1.535, H46 1.091
23 N 1.053 2.915 3.245  N4 1.317, C9 1.498, C29 1.325
24 C -2.256 -1.415 -1.653  C17 1.523, C22 1.535, H27 1.093, H43 1.085
25 H -1.379 0.544 -1.333  C17 1.089
26 O 2.627 -0.048 -4.020  S40 1.437
27 H -2.246 -2.389 -1.157  C24 1.093
28 C -0.354 1.210 2.940  C1 1.397, N4 1.314, H39 1.080
29 C 0.132 3.683 3.806  C19 1.390, N23 1.325, H35 1.076
30 H 2.442 4.493 3.202  C9 1.082
31 H 4.001 3.370 4.426  N5 1.007
32 H 0.733 -2.831 -4.463  C20 1.088
33 H 3.385 -1.292 -1.810  C13 1.089
34 O -2.542 -0.927 1.605  S2 1.448
35 H 0.404 4.667 4.145  C29 1.076
36 H 2.357 -2.469 -5.097  C20 1.087
37 H -2.399 1.488 3.562  C1 1.077
38 C 2.002 -2.971 -1.774  H6 1.089, C13 1.526, C21 1.535, H44 1.093
39 H -0.549 0.205 2.595  C28 1.080
40 S 1.683 -0.941 -3.405  C13 1.791, C20 1.797, O26 1.437, O41 1.446
41 O 0.298 -0.561 -3.246  S40 1.446
42 O -2.794 1.411 0.743  S2 1.448
43 H -1.753 -1.517 -2.610  C24 1.085
44 H 0.939 -3.127 -1.576  C38 1.093
45 H 2.741 3.186 2.061  C9 1.087
46 H -3.726 -0.065 -2.477  C22 1.091

Mulliken population analysis, charges in e, atoms 1 to 4:
1. C -0.061
2. S 1.392
3. H 0.289
4. N -0.836

***

Relative energy (zero: lowest compared OMol25 entry of this formula, charge and spin) / eV: 23.6214, 0.0000, 0.0000
Lowest unoccupied orbital energy / eV: 1.85, 0.68, -4.28